Here is a 19-piece molecular cluster, C76H209N19O19 overall at a distorted geometry from the Open Molecules 2025 dataset. Energies are from ωB97M-V/def2-TZVPD.

```
! RIJCOSX wB97M-V def2-TZVPD def2/J DEFGRID3
* xyz 0 1
C 4.189 -35.058 -5.679
C 2.933 -35.471 -4.904
C 3.079 -36.641 -3.934
O 3.417 -37.833 -4.662
C 3.538 -38.929 -3.785
N 2.528 -34.236 -4.240
H 4.989 -34.873 -4.962
H 4.100 -34.254 -6.410
H 4.510 -35.924 -6.259
H 2.089 -35.718 -5.548
H 2.143 -36.786 -3.394
H 3.814 -36.505 -3.140
H 3.964 -38.649 -2.821
H 4.161 -39.749 -4.142
H 2.561 -39.290 -3.463
H 1.603 -34.363 -3.854
H 2.513 -33.509 -4.941
C 2.436 -26.403 -4.171
C 2.284 -25.445 -2.984
C 3.709 -25.039 -2.379
O 4.202 -26.215 -1.662
C 5.499 -26.013 -1.199
N 1.515 -24.272 -3.462
H 3.230 -27.118 -3.958
H 2.767 -25.854 -5.053
H 1.602 -27.045 -4.455
H 1.656 -25.860 -2.195
H 3.522 -24.208 -1.698
H 4.333 -24.602 -3.158
H 6.161 -25.856 -2.050
H 5.826 -26.865 -0.602
H 5.508 -25.181 -0.495
H 0.707 -24.605 -3.968
H 1.103 -23.958 -2.595
C -7.332 -29.734 -0.302
C -6.279 -30.693 0.210
C -4.781 -30.192 0.196
O -4.301 -30.173 -1.116
C -3.000 -29.640 -1.261
N -6.692 -30.924 1.606
H -8.197 -30.363 -0.513
H -7.084 -29.365 -1.297
H -7.591 -28.890 0.338
H -6.232 -31.645 -0.321
H -4.146 -30.868 0.769
H -4.689 -29.234 0.707
H -2.753 -29.508 -2.315
H -2.232 -30.286 -0.837
H -2.867 -28.651 -0.823
H -5.940 -31.324 2.148
H -6.776 -30.030 2.069
C 4.272 -33.718 -0.448
C 4.418 -32.640 0.668
C 3.876 -31.299 0.394
O 4.499 -30.777 -0.701
C 4.508 -29.389 -0.786
N 3.910 -33.102 1.980
H 4.752 -34.665 -0.203
H 4.630 -33.401 -1.428
H 3.230 -34.023 -0.549
H 5.503 -32.632 0.779
H 4.079 -30.704 1.285
H 2.805 -31.336 0.196
H 4.879 -28.883 0.106
H 3.505 -28.990 -0.939
H 5.107 -29.089 -1.646
H 4.539 -33.809 2.334
H 3.797 -32.382 2.679
C 0.860 -31.079 2.734
C 0.842 -32.488 3.381
C -0.461 -32.769 4.174
O -0.703 -31.861 5.209
C -1.381 -32.486 6.352
N 1.171 -33.511 2.408
H 1.669 -30.907 2.025
H 0.964 -30.310 3.499
H -0.067 -30.978 2.170
H 1.696 -32.426 4.055
H -0.303 -33.781 4.546
H -1.334 -32.854 3.527
H -2.343 -32.907 6.062
H -1.464 -31.775 7.174
H -0.787 -33.311 6.744
H 1.341 -34.339 2.961
H 2.082 -33.259 2.051
C 5.961 -25.897 -7.281
C 6.536 -26.189 -8.646
C 8.076 -26.523 -8.610
O 8.699 -26.448 -9.872
C 10.037 -26.908 -9.800
N 5.731 -27.252 -9.142
H 5.960 -26.772 -6.630
H 4.932 -25.536 -7.303
H 6.433 -25.016 -6.846
H 6.380 -25.297 -9.252
H 8.239 -27.480 -8.116
H 8.545 -25.799 -7.944
H 10.581 -26.778 -10.736
H 10.153 -27.937 -9.462
H 10.661 -26.319 -9.129
H 5.858 -27.233 -10.144
H 4.781 -26.914 -9.081
C 7.102 -32.283 -4.184
C 5.913 -31.476 -3.785
C 5.988 -30.001 -4.281
O 7.180 -29.375 -3.583
C 7.486 -28.053 -4.040
N 4.678 -32.019 -4.293
H 7.967 -32.047 -3.564
H 7.374 -32.093 -5.222
H 6.915 -33.355 -4.122
H 5.704 -31.570 -2.719
H 5.076 -29.434 -4.096
H 6.154 -30.021 -5.358
H 7.687 -28.067 -5.112
H 8.353 -27.634 -3.529
H 6.557 -27.498 -3.914
H 4.554 -32.975 -3.994
H 3.840 -31.562 -3.963
C 5.821 -19.458 -7.965
C 4.363 -19.575 -7.944
C 3.755 -20.309 -6.715
O 3.965 -21.745 -6.781
C 3.402 -22.384 -5.685
N 3.862 -18.199 -7.960
H 6.271 -19.008 -7.080
H 6.120 -18.937 -8.875
H 6.185 -20.485 -7.951
H 3.936 -20.028 -8.839
H 2.684 -20.143 -6.606
H 4.273 -19.846 -5.875
H 3.654 -23.432 -5.849
H 2.330 -22.185 -5.720
H 3.814 -22.090 -4.720
H 4.208 -17.705 -7.150
H 2.866 -18.178 -7.795
C 3.202 -34.018 -9.428
C 2.158 -32.893 -9.104
C 1.583 -33.098 -7.739
O 0.958 -34.395 -7.566
C -0.237 -34.561 -8.257
N 2.679 -31.522 -9.309
H 3.697 -33.864 -10.387
H 2.646 -34.914 -9.701
H 3.920 -34.320 -8.666
H 1.379 -32.851 -9.865
H 0.938 -32.233 -7.589
H 2.329 -33.080 -6.945
H -0.728 -35.441 -7.841
H -0.061 -34.721 -9.320
H -0.924 -33.715 -8.250
H 2.003 -30.831 -9.017
H 3.419 -31.453 -8.625
C 2.419 -24.859 -9.970
C 2.241 -26.143 -10.754
C 0.826 -26.796 -10.664
O 0.849 -27.900 -9.785
C -0.336 -28.681 -9.939
N 2.502 -25.859 -12.153
H 1.556 -24.233 -10.200
H 3.319 -24.311 -10.249
H 2.525 -25.121 -8.917
H 2.969 -26.830 -10.323
H 0.458 -27.006 -11.669
H 0.131 -26.031 -10.318
H -0.340 -29.128 -10.933
H -1.239 -28.073 -9.874
H -0.463 -29.465 -9.193
H 3.485 -25.736 -12.351
H 2.300 -26.641 -12.759
C -1.153 -27.399 -3.296
C -1.995 -26.876 -4.406
C -1.201 -26.567 -5.690
O -0.424 -25.429 -5.512
C 0.251 -25.044 -6.672
N -3.004 -27.884 -4.565
H -0.224 -26.831 -3.348
H -0.849 -28.446 -3.293
H -1.586 -27.081 -2.348
H -2.542 -25.996 -4.067
H -1.919 -26.394 -6.492
H -0.595 -27.440 -5.930
H 1.089 -25.707 -6.886
H 0.572 -24.037 -6.407
H -0.295 -24.986 -7.614
H -3.852 -27.672 -5.070
H -2.552 -28.700 -4.952
C 6.455 -32.257 -8.798
C 6.911 -30.786 -8.788
C 7.499 -30.307 -10.115
O 8.609 -31.023 -10.441
C 9.283 -30.519 -11.648
N 5.794 -29.977 -8.427
H 5.744 -32.457 -9.599
H 6.071 -32.580 -7.830
H 7.234 -33.014 -8.885
H 7.635 -30.734 -7.974
H 7.587 -29.221 -10.159
H 6.745 -30.614 -10.839
H 10.057 -31.216 -11.969
H 9.736 -29.528 -11.611
H 8.620 -30.491 -12.513
H 5.137 -30.023 -9.192
H 5.964 -28.982 -8.397
C 5.051 -29.214 -13.381
C 4.067 -29.269 -12.225
C 2.606 -29.327 -12.773
O 2.299 -28.215 -13.643
C 1.062 -28.319 -14.333
N 4.287 -30.483 -11.431
H 5.123 -28.167 -13.677
H 4.624 -29.714 -14.250
H 6.054 -29.581 -13.163
H 4.231 -28.411 -11.572
H 1.935 -29.373 -11.915
H 2.458 -30.258 -13.320
H 0.239 -28.209 -13.627
H 1.059 -29.208 -14.964
H 1.043 -27.410 -14.934
H 4.044 -31.234 -12.060
H 3.616 -30.546 -10.679
C 0.495 -35.254 -0.673
C 0.091 -33.899 -1.103
C -0.854 -33.795 -2.299
O -0.099 -34.448 -3.307
C -0.665 -34.373 -4.545
N -0.549 -33.249 0.046
H 0.898 -35.801 -1.525
H -0.349 -35.886 -0.396
H 1.266 -35.307 0.096
H 0.990 -33.316 -1.303
H -1.107 -32.791 -2.639
H -1.762 -34.375 -2.134
H -0.532 -33.461 -5.126
H -1.703 -34.705 -4.570
H -0.191 -35.224 -5.035
H -1.489 -33.580 0.212
H -0.075 -33.467 0.911
C 2.204 -28.609 -7.321
C 2.756 -29.469 -6.182
C 1.662 -29.919 -5.109
O 2.330 -30.440 -3.949
C 1.431 -30.696 -2.934
N 3.448 -30.602 -6.683
H 2.839 -28.364 -8.173
H 1.906 -27.678 -6.838
H 1.250 -28.969 -7.704
H 3.565 -28.898 -5.726
H 0.893 -30.555 -5.548
H 1.052 -29.067 -4.810
H 1.195 -29.731 -2.485
H 1.957 -31.296 -2.192
H 0.590 -31.270 -3.321
H 4.287 -30.302 -7.157
H 3.909 -31.041 -5.899
C -2.130 -36.182 2.548
C -3.317 -35.376 2.960
C -4.026 -34.857 1.637
O -3.170 -33.924 0.941
C -3.851 -33.558 -0.242
N -4.231 -36.176 3.722
H -1.362 -35.580 2.064
H -2.477 -37.003 1.921
H -1.692 -36.657 3.427
H -3.030 -34.554 3.617
H -4.940 -34.319 1.888
H -4.216 -35.696 0.968
H -4.865 -33.213 -0.040
H -3.827 -34.417 -0.913
H -3.321 -32.732 -0.716
H -5.001 -35.583 3.996
H -3.745 -36.542 4.528
C 11.946 -32.587 -7.094
C 10.808 -32.064 -7.938
C 10.767 -30.521 -7.924
O 10.875 -29.928 -6.614
C 9.787 -30.083 -5.812
N 11.127 -32.545 -9.305
H 12.913 -32.538 -7.593
H 11.733 -33.649 -6.965
H 12.138 -32.009 -6.190
H 9.967 -32.712 -7.691
H 9.848 -30.291 -8.464
H 11.606 -30.168 -8.523
H 8.784 -29.823 -6.149
H 10.118 -29.572 -4.909
H 9.764 -31.150 -5.589
H 11.982 -32.080 -9.576
H 10.494 -32.049 -9.916
C -4.494 -32.898 -3.867
C -3.816 -31.530 -4.171
C -3.211 -31.595 -5.647
O -2.429 -30.416 -5.859
C -1.907 -30.336 -7.175
N -4.758 -30.480 -4.014
H -3.820 -33.750 -3.958
H -5.318 -33.107 -4.549
H -4.877 -32.923 -2.847
H -3.077 -31.484 -3.372
H -4.053 -31.614 -6.340
H -2.684 -32.533 -5.820
H -1.747 -29.281 -7.398
H -2.621 -30.744 -7.890
H -1.008 -30.928 -7.345
H -4.803 -30.308 -3.019
H -4.206 -29.707 -4.356
C 3.780 -26.430 3.294
C 2.323 -26.499 2.866
C 2.155 -27.295 1.544
O 0.761 -27.162 1.192
C 0.456 -27.748 -0.091
N 1.757 -27.043 4.079
H 4.324 -25.755 2.633
H 4.204 -27.431 3.222
H 3.871 -25.990 4.287
H 1.984 -25.493 2.619
H 2.351 -28.357 1.686
H 2.854 -26.975 0.771
H 0.694 -28.810 -0.027
H 1.020 -27.345 -0.932
H -0.575 -27.643 -0.430
H 1.860 -26.347 4.803
H 0.754 -27.075 3.960
*
```

Summary:
- HOMO energy: -0.298 Ha
- Max |F|: 0.079 Eh/bohr
- Electronic energy: -149401.86071 eV